This record from OMol25 describes a structure of composition C31H50As3N9Sn at a distorted geometry. The level of theory is the ωB97M-V functional and the def2-TZVPD basis.

For the LUMO energy (alpha / beta), the calculation gives -12.67 / -11.85 eV. Its net charge is +4. Its energy above the lowest of the compared OMol25 structures with the same formula, charge and spin is 1.0962 eV. The HOMO energy (alpha / beta) comes out at -0.63292 / -0.63292 Eh. The value obtained for the total energy is -234677.2319 eV. As for the gap between HOMO and LUMO (alpha / beta): 4.551 / 5.371 eV.

Each line ends with the Löwdin charge.
Geometry (Å):
C -2.61 1.87 -0.68  -0.152
N -3.61 2.71 -0.86  0.157
C -5.31 -0.44 3.15  -0.046
C -0.29 1.36 3.32  -0.340
H -7.35 -2.18 5.03  0.050
H -4.17 -4.87 4.29  0.045
H -4.62 -5.40 5.92  0.053
H -3.02 7.81 0.23  0.129
C -1.19 3.55 0.06  -0.285
H -0.77 2.18 2.78  0.018
As -4.98 -2.92 5.63  1.414
N -1.43 2.21 -0.23  -0.013
H -4.58 -2.96 2.50  0.064
C 2.35 -3.37 0.76  -0.149
H -4.49 2.39 -1.25  0.176
C -4.11 -4.62 5.35  -0.240
C -3.49 4.08 -0.57  -0.160
H 1.45 -6.58 0.68  0.150
H 0.68 -5.25 1.55  0.144
H -3.95 -0.65 5.48  0.086
H -4.34 -4.26 0.14  0.039
C -0.24 -1.43 4.19  -0.303
H 1.75 -3.10 1.63  0.133
N 2.57 -4.80 0.76  -0.025
H -0.55 -2.47 4.15  0.015
H -0.16 -3.38 -1.45  0.139
H -6.09 -1.19 3.06  0.071
As -0.95 -0.38 2.69  1.016
H 3.31 -2.86 0.83  0.123
C -2.09 5.88 0.19  0.017
H -3.26 -3.80 -1.17  0.031
C -3.80 -1.53 4.84  -0.295
C -6.77 -3.09 4.89  -0.236
H -5.51 4.59 -1.10  0.130
H -6.07 -2.28 0.48  0.035
H 3.43 -2.84 -1.57  0.146
H 1.56 -6.59 -1.67  0.156
H 6.63 2.56 1.26  0.140
Sn 0.64 0.78 0.12  1.229
C -3.93 -1.08 3.36  -0.664
N 0.57 -5.11 -0.54  -0.052
H -3.07 -4.58 5.67  0.042
C -4.56 4.95 -0.75  0.014
C -2.85 0.01 3.17  -0.341
C 5.35 0.85 0.99  0.001
H -5.19 6.98 -0.60  0.132
C 1.39 -5.51 -1.68  -0.079
N -0.03 3.96 0.46  0.074
C 2.14 3.51 0.75  -0.018
H 4.73 4.17 1.10  0.141
H -5.32 0.16 2.23  0.076
H -2.59 -4.25 0.40  0.007
H -5.57 0.23 3.97  0.105
H 0.90 -5.24 -2.62  0.156
C 3.42 -5.20 -0.36  -0.078
C -5.42 -1.62 -0.09  -0.314
H 6.15 0.12 1.04  0.129
H -2.79 0.83 -0.91  0.098
N 0.96 3.05 0.53  -0.137
H 1.95 -3.09 -2.53  0.151
C 1.29 -5.51 0.68  -0.107
N 3.02 1.30 0.70  -0.057
C 4.04 0.45 0.79  -0.113
H 4.38 -4.69 -0.32  0.155
H -3.16 0.64 2.33  0.056
H -2.81 0.66 4.04  0.089
H 0.79 1.44 3.17  0.016
C -3.74 -2.26 2.41  -0.384
C -3.41 -3.74 -0.09  -0.324
C -2.25 4.52 -0.09  -0.084
C -4.37 6.29 -0.46  -0.008
H -0.53 -0.99 5.14  0.041
H -0.25 -3.39 0.32  0.114
H 2.28 4.58 0.86  0.158
H -5.76 -0.59 0.04  0.010
H 3.58 -6.28 -0.36  0.158
C 5.62 2.21 1.10  0.020
C 4.56 3.10 1.02  0.043
C 0.36 -3.67 -0.54  -0.166
C -3.14 6.75 0.01  -0.016
H -1.13 6.23 0.56  0.123
C 2.46 -3.34 -1.60  -0.098
N 2.66 -4.79 -1.55  0.092
H -2.80 -1.91 5.05  0.057
H -6.68 -3.32 3.82  0.042
N 1.64 -2.92 -0.45  -0.074
C 3.28 2.62 0.83  -0.267
H 3.78 -0.60 0.68  0.092
H -0.48 1.50 4.38  0.050
H -7.26 -3.91 5.40  0.056
H 0.85 -1.40 4.13  0.029
As -3.55 -1.87 0.46  1.092
H -2.82 -2.80 2.68  0.060
H -5.50 -1.88 -1.14  0.037